Entry w
ORCA calculation (ωB97M-V/def2-TZVPD) on a single C10H18N4O5 molecule.

Each atom is followed by the atoms it is bonded to, with distances in Å.
Element x y z (Å)
1 C 1.97 0.16 0.97  C2 1.581, C3 1.543, H13 1.088, N29 1.476
2 C 0.93 -0.06 -0.20  C1 1.581, N31 1.326, O33 1.248
3 C 3.03 -0.96 1.04  C1 1.543, C4 1.534, H14 1.084, H15 1.043
4 C 3.88 -1.17 -0.23  C3 1.534, C5 1.537, H16 1.126, H17 1.114
5 C 4.94 -0.07 -0.32  C4 1.537, N30 1.394, O34 1.236
6 C -1.33 0.67 -0.77  C7 1.567, C8 1.556, H21 1.083, N31 1.447
7 C -2.33 1.71 -0.17  C6 1.567, O35 1.224, O37 1.320
8 C -2.00 -0.71 -1.06  C6 1.556, C9 1.551, H22 1.089, H23 1.092
9 C -2.81 -1.30 0.11  C8 1.551, C10 1.492, H24 1.063, H25 1.112
10 C -4.27 -1.01 0.07  C9 1.492, N32 1.374, O36 1.215
11 H 1.26 -0.52 2.73  N29 1.031
12 H 1.86 0.95 2.86  N29 1.012
13 H 2.50 1.07 0.71  C1 1.088
14 H 2.57 -1.88 1.37  C3 1.084
15 H 3.69 -0.72 1.81  C3 1.043
16 H 4.37 -2.18 -0.19  C4 1.126
17 H 3.25 -1.09 -1.14  C4 1.114
18 H 5.36 -0.54 -2.35  N30 0.990
19 H 6.36 0.65 -1.57  N30 1.013
20 H -0.31 0.99 1.02  N31 1.011
21 H -1.00 1.01 -1.75  C6 1.083
22 H -2.61 -0.65 -1.96  C8 1.089
23 H -1.18 -1.36 -1.38  C8 1.092
24 H -2.31 -1.12 1.03  C9 1.063
25 H -2.77 -2.40 -0.04  C9 1.112
26 H -4.65 -2.37 1.55  N32 1.010
27 H -6.03 -1.54 0.94  N32 0.988
28 H -3.88 1.01 -1.05  O37 0.980
29 N 1.27 0.39 2.25  C1 1.476, H11 1.031, H12 1.012
30 N 5.60 -0.01 -1.55  C5 1.394, H18 0.990, H19 1.013
31 N -0.21 0.52 0.13  C2 1.326, C6 1.447, H20 1.011
32 N -5.05 -1.60 1.04  C10 1.374, H26 1.010, H27 0.988
33 O 1.18 -0.56 -1.32  C2 1.248
34 O 5.24 0.68 0.62  C5 1.236
35 O -1.91 2.37 0.76  C7 1.224
36 O -4.73 -0.34 -0.83  C10 1.215
37 O -3.50 1.87 -0.77  C7 1.320, H28 0.980

Its highest occupied orbital energy is -9.301 eV. Its structure (SMILES) is NC(=O)CC[C@H](NC(=O)[C@@H](N)CCC(N)=O)C(=O)O. The calculation puts the gap between HOMO and LUMO at 9.75 eV.



Entry x
ORCA calculation (ωB97M-V/def2-TZVPD) on a single C10H18N4O5 molecule.

Each atom is followed by the atoms it is bonded to, with distances in Å.
Element x y z (Å)
1 C 1.11 0.54 1.95  C2 1.560, C3 1.527, H13 1.115, N29 1.457
2 C 1.33 1.26 0.58  C1 1.560, N31 1.369, O33 1.231
3 C 2.11 -0.61 2.10  C1 1.527, C4 1.503, H14 1.097, H15 1.101
4 C 1.86 -1.82 1.25  C3 1.503, C5 1.526, H16 1.099, H17 1.101
5 C 0.76 -2.76 1.74  C4 1.526, N30 1.351, O34 1.244
6 C 0.16 1.77 -1.53  C7 1.550, C8 1.534, H21 1.117, N31 1.460
7 C -0.65 3.08 -1.39  C6 1.550, O35 1.209, O37 1.327
8 C -0.41 0.91 -2.67  C6 1.534, C9 1.517, H22 1.099, H23 1.110
9 C -1.88 0.57 -2.58  C8 1.517, C10 1.523, H24 1.111, H25 1.114
10 C -2.31 -0.12 -1.29  C9 1.523, N32 1.348, O36 1.238
11 H -0.84 0.91 2.45  N29 1.033
12 H -0.38 -0.56 2.86  N29 1.014
13 H 1.40 1.27 2.75  C1 1.115
14 H 3.12 -0.27 1.86  C3 1.097
15 H 2.13 -0.98 3.14  C3 1.101
16 H 2.81 -2.37 1.18  C4 1.099
17 H 1.54 -1.52 0.24  C4 1.101
18 H -0.24 -4.44 1.27  N30 1.015
19 H 1.02 -4.04 0.13  N30 1.032
20 H -0.54 0.71 0.25  N31 1.027
21 H 1.17 2.17 -1.77  C6 1.117
22 H 0.18 -0.02 -2.72  C8 1.099
23 H -0.25 1.45 -3.62  C8 1.110
24 H -2.50 1.49 -2.61  C9 1.111
25 H -2.14 -0.03 -3.48  C9 1.114
26 H -1.97 -1.75 -0.18  N32 1.005
27 H -1.15 -1.76 -1.71  N32 1.019
28 H -1.60 4.11 -0.13  O37 0.984
29 N -0.27 0.11 2.11  C1 1.457, H11 1.033, H12 1.014
30 N 0.38 -3.73 0.88  C5 1.351, H18 1.015, H19 1.032
31 N 0.29 1.02 -0.28  C2 1.369, C6 1.460, H20 1.027
32 N -1.90 -1.39 -1.12  C10 1.348, H26 1.005, H27 1.019
33 O 2.33 1.90 0.28  C2 1.231
34 O 0.28 -2.64 2.88  C5 1.244
35 O -0.94 3.82 -2.29  C7 1.209
36 O -2.93 0.46 -0.39  C10 1.238
37 O -1.06 3.29 -0.14  C7 1.327, H28 0.984

Its highest occupied orbital energy is -9.431 eV. Its structure (SMILES) is NC(=O)CC[C@H](NC(=O)[C@@H](N)CCC(N)=O)C(=O)O. The calculation puts the gap between HOMO and LUMO at 9.77 eV.



Verdict on stability: entry x comes out on top.